1.
{"formula": "C24H27F6NO2P2Ru", "method": "wB97M-V/def2-TZVPD", "multiplicity": 6, "homo_lumo_gap_ev": [6.83, 4.93], "charge": 1, "e_homo_ev": [-9.46, -11.62], "elements": ["Ru", "P", "P", "F", "F", "F", "F", "F", "F", "O", "O", "N", "C", "C", "C", "C", "C", "C", "C", "C", "C", "C", "C", "C", "C", "C", "C", "C", "C", "C", "C", "C", "C", "C", "C", "C", "H", "H", "H", "H", "H", "H", "H", "H", "H", "H", "H", "H", "H", "H", "H", "H", "H", "H", "H", "H", "H", "H", "H", "H", "H", "H", "H"], "positions_angstrom": [[0.48979, 0.43846, -0.07624], [-0.11325, 2.25943, 0.86290], [1.80077, -0.69729, 1.46963], [-4.43065, -0.82896, 1.83408], [-3.28134, 0.90369, 2.53314], [-3.04962, -2.35591, 3.59221], [-0.88579, -2.52201, 3.36345], [-1.77016, -0.69972, 4.21308], [-3.30701, 0.37656, 0.38467], [-1.62660, 0.41020, -2.18819], [-0.85906, -0.32917, 1.61099], [1.75211, 0.85550, -1.67844], [-1.98383, -1.07008, 1.79627], [1.36542, 4.70612, -3.31620], [5.49237, -0.99749, -2.12034], [1.25795, 3.36565, -1.23897], [4.84824, -0.25546, -3.19492], [3.48540, -0.04523, 0.91282], [-1.93627, -1.64781, 3.26274], [1.19199, 3.41976, 0.24230], [3.66705, 0.39853, -2.89263], [-0.86140, 0.43860, -1.29252], [-1.63017, 3.12586, 0.27538], [3.07374, 0.29748, -1.65316], [1.84679, -2.43172, 0.97798], [3.77004, -0.27484, -0.50640], [2.58872, 1.03226, -3.78784], [1.79040, -0.59019, 3.23329], [-3.27045, -0.13516, 1.66002], [-0.14695, 2.51047, 2.68362], [2.20986, 2.43417, -3.30378], [2.02887, 3.60949, -4.00870], [-2.19575, -2.22839, 0.83393], [4.98613, -0.96156, -0.83907], [1.70286, 2.23174, -2.04517], [1.03084, 4.59072, -1.97718], [1.80705, 0.44509, 3.55240], [5.54801, -1.43582, -0.05817], [1.90988, -2.51686, -0.11217], [2.60652, 0.80528, -4.85497], [5.22563, -0.28196, -4.23203], [-1.73808, 4.12572, 0.73075], [6.38360, -1.58616, -2.38738], [2.28366, 3.71462, -5.07856], [2.13017, 3.07286, 0.73024], [-0.80107, 1.72048, 3.10470], [0.98716, 4.42757, 0.64559], [0.88068, 2.39704, 3.07845], [2.71234, -2.92844, 1.42776], [-3.08831, -2.78392, 1.13150], [1.10839, 5.62028, -3.87608], [0.64978, 5.45521, -1.43558], [-1.32761, -2.89455, 0.84636], [0.92373, -2.90652, 1.32355], [-2.50145, 2.50203, 0.53256], [-1.57744, 3.23159, -0.81887], [2.66049, -1.10233, 3.63477], [-2.33091, -1.85280, -0.18863], [1.79874, 0.61472, -3.16325], [-0.54164, 3.51502, 2.94641], [3.43895, 1.02878, 1.18531], [0.88823, -1.06628, 3.59900], [4.19976, -0.50893, 1.61317]], "forces_ev_per_angstrom": [[3.085, -1.885, 1.053], [-1.631, 4.442, 2.175], [0.507, -0.586, -1.013], [0.930, 0.755, -0.147], [0.109, -0.566, -0.771], [0.806, 0.544, -0.214], [-0.469, 0.628, -0.018], [0.099, -0.504, -0.634], [0.020, -0.200, 1.120], [2.626, 0.924, 2.613], [-0.087, -0.365, 0.347], [2.275, 1.898, 3.807], [-1.067, 0.559, 0.639], [0.487, -1.003, -0.938], [-0.457, 0.762, -2.038], [0.458, 0.572, -2.229], [0.384, -0.709, 0.967], [-1.342, 0.218, 1.725], [-0.507, -0.466, 0.106], [0.098, -0.325, 1.068], [-0.060, -0.377, -1.461], [-6.882, -2.290, -5.430], [-0.043, -0.264, 0.129], [0.511, -0.459, 2.177], [0.200, -0.377, 0.370], [0.977, 0.053, -2.642], [1.606, 0.706, -0.773], [0.095, -0.099, 0.461], [-0.282, -0.663, -0.054], [-0.020, -0.099, -0.015], [0.061, -0.297, -2.163], [-0.757, 1.196, 0.675], [-0.002, -0.227, -0.289], [-1.050, 0.834, -0.229], [-0.463, 1.596, 2.187], [0.696, -1.334, 0.481], [-0.018, 0.142, 0.068], [0.072, -0.155, 0.374], [-0.018, 0.099, 0.212], [0.045, 0.203, 0.255], [-0.093, 0.023, 0.791], [0.124, -0.437, -0.099], [-0.454, 0.384, 0.408], [-0.063, -0.141, 0.813], [-0.366, 0.252, -0.482], [0.404, 0.450, -0.166], [0.063, -0.284, -0.444], [-0.539, 0.077, -0.108], [-0.108, -0.146, -0.027], [0.162, -0.065, -0.172], [0.303, -0.533, 0.398], [0.023, -0.216, -0.093], [-0.170, 0.125, 0.053], [0.166, 0.009, -0.038], [0.307, 0.365, -0.141], [-0.049, -0.072, 0.316], [0.134, -0.096, 0.132], [0.042, -0.059, 0.309], [-1.304, -1.620, -2.431], [0.270, -0.589, -0.216], [0.213, -0.394, -0.306], [-0.113, -0.003, 0.099], [0.056, 0.086, -0.545]]}

2.
{"formula": "C40H32AsBiN3O4S", "method": "wB97M-V/def2-TZVPD", "e_above_lowest_ev": 0.228, "multiplicity": 2, "homo_lumo_gap_ev": [6.25, 7.07], "e_homo_ev": [-5.74, -7.01], "elements": ["Bi", "As", "S", "O", "O", "O", "O", "N", "N", "N", "C", "C", "C", "C", "C", "C", "C", "C", "C", "C", "C", "C", "C", "C", "C", "C", "C", "C", "C", "C", "C", "C", "C", "C", "C", "C", "C", "C", "C", "C", "C", "C", "C", "C", "C", "C", "C", "C", "C", "C", "H", "H", "H", "H", "H", "H", "H", "H", "H", "H", "H", "H", "H", "H", "H", "H", "H", "H", "H", "H", "H", "H", "H", "H", "H", "H", "H", "H", "H", "H", "H", "H"], "positions_angstrom": [[0.22175, 0.03815, -1.01003], [-1.42397, -3.27131, -0.53226], [2.54672, 0.95802, -0.05503], [0.60042, 2.37126, -1.78055], [-1.12456, -2.07245, -1.64757], [0.71959, -1.52455, 0.39532], [-2.03597, 1.16418, -1.74008], [1.85307, 2.70121, -1.98686], [-0.48965, 0.65424, 1.98867], [-0.91930, 0.72933, 0.72488], [-5.11962, -5.22030, -1.00854], [0.71471, 1.16939, 5.87191], [-3.86816, 2.39262, -0.77070], [2.22917, -5.30149, -0.75213], [-2.73303, 2.02634, 1.72448], [2.00078, -2.10078, 2.27657], [0.66900, -6.75428, 0.36201], [2.35870, -1.95566, 3.58196], [1.06886, -1.23783, 1.65352], [-2.09195, 1.47774, 0.60918], [-4.49016, 2.92651, 0.34809], [0.88601, -0.01648, 3.76820], [-2.89539, -1.60593, 1.23637], [-1.97113, -2.64286, 1.18874], [0.35806, 1.02666, 4.55585], [1.24964, -4.32660, -0.86698], [1.94197, -6.50839, -0.13139], [2.08821, 3.64208, -2.92588], [-2.78049, -4.87424, -2.46202], [-3.30137, -1.10818, 2.46317], [-1.86308, -2.67824, 3.58287], [-2.90673, -4.30631, -1.19743], [-0.31879, -5.78979, 0.23289], [-2.79017, 0.43924, -2.71713], [2.86457, 2.13922, -1.27136], [-1.45548, -3.18485, 2.35754], [4.42041, 3.54500, -2.48370], [-0.02096, -4.57096, -0.36611], [-3.82210, -5.61341, -2.99388], [2.15821, -0.73568, 5.71891], [0.49055, -0.18138, 2.38058], [-3.91258, 2.73746, 1.59395], [1.62457, 0.27850, 6.46591], [-4.99279, -5.78521, -2.26631], [-2.78372, -1.64385, 3.63341], [3.35360, 4.08788, -3.19791], [-2.69677, 1.66947, -0.63957], [1.80335, -0.90515, 4.36296], [4.16692, 2.58115, -1.53969], [-4.07605, -4.47825, -0.47088], [-0.71138, -3.97064, 2.31695], [1.19202, 3.99617, -3.41259], [-3.85824, 0.54483, -2.53382], [-4.28137, 2.55390, -1.75594], [-6.03074, -5.35436, -0.44198], [-1.86657, -4.73663, -3.02997], [2.41183, -2.89683, 1.66714], [-3.27317, -1.16406, 0.31891], [-3.08551, -1.24010, 4.58971], [-5.40419, 3.49124, 0.23981], [-4.38027, 3.14971, 2.47727], [-5.80648, -6.36152, -2.68327], [-1.32180, -5.99084, 0.59713], [-0.32852, 1.71999, 4.09409], [3.07093, -2.63099, 4.03764], [2.86739, -1.42679, 6.15736], [1.90506, 0.39989, 7.50418], [5.43161, 3.87119, -2.67027], [0.29831, 1.97990, 6.45594], [3.49551, 4.84479, -3.95325], [-1.43881, -3.07391, 4.49502], [-3.72361, -6.05562, -3.97525], [0.44335, -7.69741, 0.84059], [-2.50865, -0.61521, -2.66323], [3.22142, -5.11354, -1.14153], [4.96437, 2.13000, -0.97010], [1.47087, -3.37550, -1.33154], [-2.54521, 0.84953, -3.69614], [-3.99975, -0.28451, 2.50167], [2.71066, -7.26286, -0.03736], [-2.28453, 1.86794, 2.69219], [-4.17573, -4.04107, 0.51647]], "forces_ev_per_angstrom": [[0.074, -0.032, -0.257], [-0.102, -0.008, -0.022], [0.034, 0.024, -0.024], [-0.219, -0.267, 0.063], [0.075, 0.062, 0.115], [0.054, -0.017, 0.125], [0.078, -0.127, 0.114], [0.119, 0.160, 0.048], [0.135, -0.005, 0.042], [-0.023, -0.062, -0.052], [-0.022, 0.004, 0.018], [-0.016, 0.012, -0.003], [0.036, -0.014, 0.009], [0.036, 0.026, -0.012], [-0.008, 0.070, -0.004], [-0.017, -0.015, -0.022], [-0.020, -0.009, 0.000], [-0.022, -0.011, -0.061], [-0.002, -0.185, -0.126], [-0.043, 0.139, -0.082], [0.015, -0.012, 0.019], [0.033, 0.013, 0.058], [-0.019, -0.001, -0.085], [0.015, -0.018, -0.046], [0.009, 0.013, 0.049], [-0.003, 0.096, -0.008], [-0.008, 0.000, -0.004], [0.095, 0.152, -0.111], [0.064, 0.009, -0.029], [-0.068, -0.032, 0.009], [0.046, -0.021, -0.001], [0.042, 0.030, 0.000], [-0.053, -0.025, 0.052], [-0.087, -0.055, -0.102], [0.016, -0.030, 0.100], [0.089, 0.003, 0.014], [-0.079, -0.032, 0.010], [-0.040, 0.025, -0.002], [-0.011, -0.004, -0.014], [-0.015, 0.006, -0.011], [-0.062, -0.026, 0.045], [-0.023, 0.017, -0.051], [0.007, -0.006, 0.016], [0.001, -0.002, -0.009], [-0.001, 0.009, 0.004], [-0.063, -0.021, 0.015], [-0.038, 0.097, 0.040], [0.025, 0.025, 0.050], [0.012, 0.039, -0.033], [0.011, -0.003, 0.115], [0.014, 0.003, 0.012], [0.027, -0.012, 0.016], [0.017, -0.009, -0.013], [-0.029, 0.005, -0.064], [-0.031, -0.005, 0.019], [-0.026, 0.011, 0.013], [-0.007, -0.013, -0.020], [-0.006, -0.028, 0.045], [-0.013, 0.024, 0.045], [-0.055, 0.033, -0.004], [-0.030, 0.023, 0.043], [-0.042, -0.033, -0.022], [0.043, 0.002, -0.009], [-0.015, 0.021, 0.001], [0.032, -0.032, 0.018], [0.027, -0.029, 0.016], [0.001, 0.001, 0.008], [0.086, 0.028, -0.018], [-0.009, 0.018, 0.011], [0.006, 0.025, -0.028], [0.012, -0.025, 0.037], [0.003, -0.020, -0.045], [-0.010, -0.024, 0.004], [-0.026, 0.075, -0.035], [-0.005, -0.001, -0.001], [0.036, -0.018, 0.033], [-0.010, 0.017, 0.018], [-0.038, -0.019, -0.004], [-0.035, 0.003, -0.005], [0.033, -0.027, 0.008], [-0.013, 0.014, 0.002], [0.003, -0.001, -0.041]]}

3.
{"formula": "C4H5IO3S", "method": "wB97M-V/def2-TZVPD", "e_above_lowest_ev": 2.321, "homo_lumo_gap_ev": [7.75, 8.04], "e_homo_ev": [-9.11, -9.13], "elements": ["I", "S", "O", "O", "O", "C", "C", "C", "C", "H", "H", "H", "H", "H"], "positions_angstrom": [[3.52219, 0.01404, 0.17021], [-1.24440, -1.32728, -0.11641], [-1.07942, -1.56152, 1.49523], [-0.77487, 0.23860, -0.08571], [-2.69716, -1.29941, -0.31263], [-0.22121, -2.49497, -0.92905], [1.48747, -0.12171, 0.22235], [0.52920, 0.70597, -0.12071], [0.57518, 2.18141, -0.05472], [-1.96223, -1.73679, 1.80174], [0.78355, 2.36589, 0.99080], [-0.00494, -2.06988, -1.99069], [-0.34531, 2.56757, -0.37895], [1.43197, 2.53809, -0.69148]], "forces_ev_per_angstrom": [[-0.539, -0.029, 0.097], [-0.338, -0.370, 0.780], [1.117, -0.052, -1.776], [-1.311, 0.000, -0.807], [2.100, 0.011, -0.199], [-0.487, 1.835, -0.246], [1.061, -0.709, -0.870], [-0.257, -1.268, 1.144], [2.206, -0.323, -0.659], [-0.938, -0.207, 0.368], [-0.095, 0.744, 0.132], [-0.500, -0.335, 1.664], [-1.110, 0.795, -0.332], [-0.909, -0.091, 0.704]]}

4.
{"formula": "C5H10N2O", "method": "wB97M-V/def2-TZVPD", "e_above_lowest_ev": 7.121, "smiles": "O[C@@H]1CN[C@@H]2CN[C@H]12", "homo_lumo_gap_ev": 9.19, "e_homo_ev": -8.50, "elements": ["O", "N", "N", "C", "C", "C", "C", "C", "H", "H", "H", "H", "H", "H", "H", "H", "H", "H"], "positions_angstrom": [[-1.43556, -1.47345, -0.72878], [-0.09921, 1.18103, -0.50556], [1.20008, -1.35432, -0.05981], [1.79415, 0.02985, -0.60157], [0.77620, 0.66162, 0.34634], [-1.49975, 0.88251, -0.12791], [0.24139, -0.53667, 0.63916], [-1.38601, -0.56580, 0.35461], [-2.40401, -0.77080, 1.05285], [0.10853, -1.18798, 1.65344], [-2.19618, 1.16898, -0.81186], [-0.65318, -1.83482, -1.11274], [2.99497, 0.41661, -0.40741], [1.87099, -1.98211, 0.60394], [-1.83058, 1.64658, 0.75335], [-0.14012, 2.24347, -0.51894], [1.39913, 0.11344, -1.74449], [1.25916, 1.36186, 1.21541]], "forces_ev_per_angstrom": [[-3.510, 0.078, -0.089], [-6.499, 7.008, -3.176], [2.953, -1.236, -0.790], [2.915, -1.092, -0.709], [6.074, 5.754, 1.831], [1.790, 1.203, 4.391], [-4.405, -9.972, 8.085], [-0.150, -0.127, -2.161], [3.518, -0.029, -1.055], [0.970, 2.608, -0.912], [-1.702, 0.002, -2.648], [1.587, 0.178, 0.446], [-3.300, -1.779, -0.692], [-2.213, 2.387, -2.112], [0.709, -1.932, -1.037], [0.898, -1.680, -0.493], [1.567, 0.052, 2.882], [-1.202, -1.424, -1.761]]}

| no. | electronic energy (Eh) | F_max (eV/A) |
| --- | --- | --- |
| 1 | -2512.35100 | 9.06 |
| 2 | -4857.20424 | 0.35 |
| 3 | -1076.72378 | 2.33 |
| 4 | -381.02375 | 13.57 |